The following is a DFT calculation (ωB97M-V with the def2-TZVPD basis set) of C22H20ClN5O in the gas phase.

Structure (XYZ):
```
49
Properties=species:S:1:pos:R:3:forces:R:3
O -1.27293 1.62789 1.33330 1.55 -1.07 -0.01
C -0.10138 1.23355 1.42435 -4.16 3.36 -0.56
C 0.58527 0.75259 2.56074 0.66 -1.50 2.39
C 0.16135 0.22879 3.73179 -1.88 -0.33 -1.07
N -1.23059 0.10077 3.97996 0.05 -0.25 -0.53
C -1.98278 -1.09003 3.38017 -0.25 2.24 -0.03
C -3.33123 -0.57733 2.74747 1.68 0.22 0.80
N -4.04805 0.23955 3.72803 -0.59 -0.19 -0.46
C -3.37070 1.49661 3.98537 0.43 0.03 -0.94
C -1.95265 1.30227 4.45755 0.71 -0.41 -1.02
N 1.89509 0.55610 2.25138 2.83 -0.05 -4.18
C 2.00886 0.80763 0.94213 1.20 0.81 2.66
C 3.24190 0.68795 0.06247 -2.09 -1.63 -1.16
N 3.00649 -0.36677 -1.02496 0.11 -0.27 0.47
C 2.05276 -0.37165 -1.90904 1.60 1.26 2.92
C 2.13621 -1.52772 -2.83916 -0.21 -1.74 -1.68
C 0.96899 -2.33695 -3.12802 3.00 0.24 -0.71
C 1.08977 -3.42598 -4.01073 0.66 0.47 0.10
C 2.37944 -3.75256 -4.54769 -1.35 -1.73 -1.17
C 3.49405 -3.02750 -4.27035 -0.17 1.92 0.47
C 3.38085 -1.90294 -3.45740 -4.76 -1.60 0.50
C 1.00002 0.70651 -1.94875 -1.15 -0.28 -0.25
C 0.36227 0.80493 -3.21183 2.21 -0.62 0.33
C -0.56182 1.66789 -3.62258 -2.33 2.31 1.04
Cl -1.27227 1.83806 -5.22801 0.68 -0.48 0.66
C -1.06004 2.49951 -2.62509 -1.12 1.05 2.00
C -0.53831 2.45033 -1.27545 1.47 -2.40 -3.31
C 0.51081 1.53791 -0.87749 -1.46 0.43 -4.47
N 0.86414 1.46712 0.43447 0.82 -2.14 1.35
H 0.90912 -0.27142 4.36742 -0.32 0.33 -0.12
H -1.34461 -1.66392 2.67944 -0.29 0.62 0.23
H -2.25711 -1.72971 4.19317 -0.17 -0.62 0.52
H -3.91058 -1.42584 2.49649 -0.76 -1.03 -0.05
H -3.17125 -0.03985 1.82527 0.46 0.35 -0.40
H -4.97342 0.41086 3.32016 0.41 0.07 0.50
H -3.79897 1.99787 4.82239 -0.96 0.45 0.43
H -3.31674 2.21920 3.13790 -0.43 -0.68 0.08
H -1.49464 2.26145 4.17623 0.66 -0.52 -0.09
H -1.93337 1.26565 5.50857 -0.08 -0.05 1.60
H 4.15399 0.50400 0.62793 -0.31 -0.38 -0.10
H 3.35179 1.55128 -0.53850 0.20 1.57 -0.17
H 0.06508 -2.09906 -2.63290 -0.95 0.19 0.15
H 0.14722 -3.91871 -4.30060 0.87 -0.16 0.14
H 2.60448 -4.59822 -5.26196 -1.13 0.81 0.83
H 4.43219 -3.12219 -4.80012 0.02 -0.64 0.14
H 4.22422 -1.42188 -3.26826 3.36 2.61 0.98
H 0.77534 0.26495 -3.99539 0.87 -1.53 -1.08
H -1.97795 3.14066 -2.86326 1.66 -0.71 0.56
H -0.90030 3.04833 -0.53660 -1.24 1.65 1.68
```
Forces are in eV/Å.

Results
SMILES	O=C1/C(=C\N2CCNCC2)N=C2CN=C(c3ccccc3)c3cc(Cl)ccc3N12
M	405.9	g/mol
calculated total energy	-45155.1861	eV
relative energy (zero: lowest compared OMol25 entry of this formula, charge and spin)	406.1	kJ/mol